Density functional theory data (ωB97M-V/def2-TZVPD) for C26H33N3O3S in the gas phase in a non-equilibrium geometry.

- E_tot (eV) = -48945.30651
- strongest force on any atom (eV/Å) = 1.06
- E_LUMO (eV) = 0.63
- relative energy (zero: lowest compared OMol25 entry of this formula, charge and spin) (eV) = 0.163
- SMILES = COc1cccc2cc([C@H](C)N(CCCN3CCOCC3)C(=S)Nc3cccc(C)c3)oc12
- HOMO-LUMO gap (eV) = 8.52

ORCA input file:
```
! RIJCOSX wB97M-V def2-TZVPD def2/J DEFGRID3
* xyz 0 1
H 1.30 -3.74 -1.34
O -1.72 -0.36 -4.71
H -2.78 -4.90 -3.58
C -0.43 -0.80 -4.38
C -0.53 2.85 5.46
H 1.35 -0.11 -3.39
H 0.05 -1.09 -5.31
C 0.82 3.42 3.53
H -3.10 -3.24 -4.05
H -3.38 0.42 -3.90
H -4.36 -3.00 -0.97
S 3.10 -3.39 0.45
C -2.55 -3.48 -2.00
C 1.71 0.11 2.65
C 1.21 5.64 2.78
H 1.91 1.58 -0.10
C 1.44 0.86 -0.77
C 0.48 1.09 4.23
H 1.60 5.99 3.74
C 0.38 0.29 -3.67
H -0.76 0.77 5.97
H -0.50 -1.68 -3.71
H 4.28 -0.92 0.62
N -0.34 0.69 -2.47
O 1.79 1.45 2.41
H 3.67 0.73 0.83
C 3.79 -0.24 1.31
C 0.42 1.61 -1.63
H -0.29 2.11 -0.97
C 0.71 -0.24 0.02
H -3.21 -2.22 1.06
H -0.58 -3.85 -2.76
H 0.72 -1.13 4.13
H 4.42 -0.12 2.18
N 0.89 -2.97 -0.82
C -1.65 1.19 -2.85
H 2.21 0.41 -1.40
H -0.19 4.84 4.78
H 0.93 2.38 -2.23
C -1.25 -2.54 0.29
C 1.04 2.05 3.37
C -0.50 -2.97 -0.81
H 2.65 -1.75 2.29
C -1.16 -3.47 -1.93
C 2.45 -0.82 1.74
H -2.20 1.47 -1.94
C -0.32 1.50 5.30
C -3.22 -3.97 -3.25
H -0.76 -2.21 1.19
C 0.02 3.79 4.59
H -1.58 2.07 -3.51
C -3.28 -3.01 -0.92
C -2.41 0.07 -3.56
H -1.15 3.20 6.27
C 1.78 -2.45 0.09
H 0.53 1.14 -4.36
C 0.94 -0.16 3.73
H 1.77 6.11 1.97
H -2.54 -0.77 -2.86
H 0.05 -0.73 -0.69
N 1.60 -1.22 0.61
C -2.63 -2.56 0.22
H 0.15 5.91 2.70
H 0.10 0.22 0.80
H -4.29 -4.12 -3.08
O 1.40 4.26 2.62
*
```

Density functional theory data (ωB97M-V/def2-TZVPD) for a molecular structure, C26H34BIrN6O4S in a non-equilibrium geometry.

- E_tot (eV) = -58969.68470
- strongest force on any atom (eV/Å) = 4.55
- E_LUMO (alpha / beta) (eV) = -8.40 / -12.15
- relative energy (zero: lowest compared OMol25 entry of this formula, charge and spin) (eV) = 1.256
- HOMO-LUMO gap (alpha / beta) (eV) = 5.78 / 2.70

ORCA input file:
```
! RIJCOSX wB97M-V def2-TZVPD def2/J DEFGRID3
* xyz 3 6
H 0.15 1.41 -7.50
H -3.36 -6.94 2.34
O 1.10 0.91 -3.09
H -1.04 3.80 5.23
C -0.11 1.14 -6.49
H 1.82 1.65 -5.69
H 3.04 -4.20 1.47
H 3.26 3.40 5.73
C -0.13 -2.11 1.82
C -2.44 1.88 -8.18
C 1.79 2.70 1.34
Ir 0.66 0.15 0.01
H 0.84 3.82 8.20
H -1.15 4.05 6.93
H 3.60 3.74 1.81
O -0.10 3.08 2.78
C 0.41 0.89 -4.23
N -2.91 -6.91 4.34
H 2.81 -2.02 0.36
H 3.04 1.64 0.08
N 1.37 3.96 7.35
C -0.09 -3.31 2.47
N 0.90 -1.64 1.08
H -2.77 2.69 -7.53
C -2.58 -6.73 3.06
H -3.83 -0.88 -6.59
C 1.07 -4.11 2.37
B 0.23 0.42 -2.08
H 2.90 0.94 1.55
C -1.32 -6.33 2.64
H 0.88 4.30 4.21
C -1.84 0.25 -4.96
H -0.78 -0.29 -8.71
H 1.60 3.31 0.46
H 3.94 2.37 3.68
C -1.46 0.64 -6.26
O -1.00 0.10 -2.66
N 1.44 4.17 5.05
H -1.75 -1.52 -7.88
H 3.40 4.71 4.56
H -2.43 -0.62 -9.24
H -2.83 -0.12 -4.74
C -3.80 0.12 -7.03
C 2.01 -2.40 0.98
H 2.30 4.32 7.46
S 1.29 -5.62 3.17
H -1.09 -6.25 1.59
H 2.15 4.43 2.45
N -0.58 3.94 6.11
H 0.04 -6.11 5.74
H -1.48 2.16 -8.63
H -2.27 -6.86 6.29
C 2.84 3.81 4.81
C 2.13 -3.62 1.60
H -4.42 0.09 -7.93
C 2.94 2.81 3.66
C -1.98 -6.69 5.26
C 0.83 1.27 -5.50
C 2.66 3.48 2.30
O -0.19 1.34 1.40
H 2.23 2.00 3.86
C -0.37 -6.09 3.63
H -4.26 0.84 -6.34
H -1.00 -1.47 1.89
H -0.94 -3.63 3.05
C -0.91 0.39 -3.98
C -0.68 -6.28 4.96
H -3.15 1.78 -9.00
C 0.75 4.02 6.17
C -2.38 0.53 -7.43
N 2.38 1.43 0.82
C 0.40 2.39 1.93
C -1.78 -0.55 -8.37
*
```

Density functional theory data (ωB97M-V/def2-TZVPD) for a molecular structure, C26H34BiClO2 in a non-equilibrium geometry.

- E_tot (eV) = -49964.85213
- strongest force on any atom (eV/Å) = 2.24
- E_LUMO (eV) = -0.22
- relative energy (zero: lowest compared OMol25 entry of this formula, charge and spin) (eV) = 0.015
- HOMO-LUMO gap (eV) = 6.85

ORCA input file:
```
! RIJCOSX wB97M-V def2-TZVPD def2/J DEFGRID3
* xyz 0 1
H -3.01 3.27 0.17
H -0.23 -1.79 -6.01
H 0.53 0.58 -4.59
C 1.76 2.03 0.15
H -0.77 4.86 -2.33
H -2.91 2.21 -3.68
H -3.69 4.55 -0.86
C -1.21 3.97 -2.77
H 2.56 -2.06 -3.00
C 0.21 -0.45 -4.37
H -0.21 -2.01 2.09
H 2.63 -2.21 -5.32
H 1.86 2.25 -0.92
C 1.15 2.07 2.36
H -2.89 0.82 0.33
C 1.55 -2.13 -3.45
C 2.69 1.17 0.87
C -2.07 0.62 2.42
H 3.73 1.00 0.57
C -3.34 2.62 -2.76
C -0.34 2.74 -2.51
C 2.22 1.16 2.27
C 1.04 -2.49 4.93
H 0.02 3.23 0.82
C 0.11 -3.18 5.70
C 0.33 -5.06 4.22
O 0.84 -0.90 -3.13
H 0.05 -6.08 3.96
C 0.64 -1.31 -5.57
C -2.25 3.24 -1.89
H -1.07 -4.99 5.87
H -2.00 4.69 -0.30
H 2.74 0.67 3.10
C 1.60 -2.36 -4.98
Bi 1.76 -1.10 0.72
H -2.74 1.25 2.99
C -0.30 -4.46 5.32
H -0.56 -0.06 3.91
C 1.60 -3.02 3.76
C 0.85 2.57 1.06
C -2.76 3.97 -0.65
H -0.97 -0.89 -0.37
C -1.18 -0.55 0.64
C -0.50 -0.99 1.85
C -0.99 -0.12 2.91
C -2.16 0.38 1.01
H 3.38 -2.71 2.60
H 1.30 -3.39 -5.20
C 2.46 -2.19 2.87
H 0.65 2.91 -2.08
H 2.74 -1.28 3.41
C 1.27 -4.37 3.47
H 1.03 -2.99 -2.96
H -0.89 -0.47 -4.26
O -1.25 2.22 -1.50
H -4.10 3.36 -3.09
Cl 1.47 -0.91 5.46
H 0.65 2.35 3.29
H -1.43 4.10 -3.83
H -0.30 -2.69 6.58
H -3.90 1.84 -2.23
H 1.14 -0.69 -6.33
H 1.78 -4.85 2.62
H -0.34 2.06 -3.38
*
```

Density functional theory data (ωB97M-V/def2-TZVPD) for a molecular structure, C26H34Cl2N3O2P2STl.

- E_tot (eV) = -95219.32623
- strongest force on any atom (eV/Å) = 0.76
- E_LUMO (eV) = -5.49
- relative energy (zero: lowest compared OMol25 entry of this formula, charge and spin) (eV) = 0.180
- HOMO-LUMO gap (eV) = 8.10

ORCA input file:
```
! RIJCOSX wB97M-V def2-TZVPD def2/J DEFGRID3
* xyz 2 1
H -6.99 -5.51 -1.44
H -4.15 4.19 -0.52
H -4.28 -5.23 4.16
C 2.45 -0.71 -0.43
C -1.55 4.85 -0.34
O -4.55 -4.73 -2.12
H -7.23 -4.90 3.38
C -6.12 -3.73 -0.64
H 2.95 2.06 -2.48
C -3.98 2.07 -0.66
H 2.75 2.49 1.67
H 2.82 0.75 2.03
C -3.52 -3.22 0.96
H 0.03 -2.71 2.73
C 2.05 -1.47 0.84
H 2.83 -4.37 0.48
Tl -1.16 -1.39 -1.42
H 3.42 -1.04 -0.78
C -8.69 -3.07 0.18
H -4.02 -3.30 2.87
C -4.74 -5.12 2.06
H -4.05 -5.87 1.67
C 0.58 -3.47 2.17
H -2.79 -3.87 -0.82
N -4.10 -3.80 1.99
C -7.65 -2.19 0.40
H -6.19 -3.53 3.81
H -0.03 -4.37 2.12
C -3.49 3.34 -0.54
C -7.18 -4.59 -0.91
C 1.98 -4.19 -0.17
N -1.76 1.16 -0.66
H 2.34 -3.93 -1.17
C -8.46 -4.27 -0.49
C -4.77 -4.15 -1.09
C 3.12 1.53 1.33
H 2.93 -1.85 1.36
S -2.58 -1.83 1.18
H 1.52 -3.70 2.68
C -2.10 3.55 -0.47
H 4.21 1.57 1.29
C 3.56 1.60 -1.70
Cl 2.33 4.28 -0.46
P 2.51 1.10 -0.31
H 4.32 2.31 -1.39
H -5.04 1.87 -0.72
H -5.35 -6.48 3.58
H 1.39 -5.10 -0.25
Cl -2.58 6.21 -0.22
H 1.49 -0.84 1.54
C 0.18 2.62 -0.48
H -6.55 -4.78 5.00
C 0.65 3.91 -0.42
C -3.06 1.02 -0.71
C -5.13 -5.42 3.50
C -6.36 -2.51 -0.01
H -3.44 0.00 -0.78
H -9.69 -2.83 0.52
H 4.05 0.72 -2.11
H 1.74 -0.89 -1.24
O 0.96 1.46 -0.53
P 0.88 -2.87 0.47
H -5.57 -1.79 0.14
H -7.84 -1.24 0.89
C -6.34 -4.61 3.95
C -0.21 5.02 -0.34
C -1.24 2.41 -0.53
H -5.64 -5.13 1.44
N -3.64 -3.79 -0.30
H 0.22 6.02 -0.28
H -9.28 -4.95 -0.68
*
```